[1]
The molecule C10H10N4O in a non-equilibrium geometry. Source: the OMol25 dataset; level of theory: ωB97M-V/def2-TZVPD.

## Properties
orbital gap (spin up / spin down)	5.09 / 7.05	eV
LUMO level (spin up / spin down)	0.69 / -2.05	eV
charge	0
HOMO energy (spin up / spin down)	-4.40 / -9.11	eV
2S+1	3
ΔE to the lowest compared entry with this formula, charge and spin	0.00	kcal/mol

Structure (XYZ):
```
25
Properties=species:S:1:pos:R:3:forces:R:3:lowdin_charge:R:1
O -0.3483 1.6840 -0.4869 0.329 -0.295 -0.241 0.13
N 2.0248 -1.1562 0.5954 0.558 0.992 2.008 0.07
N 2.5098 0.5628 2.2564 -1.378 -1.612 -1.556 0.18
N 1.7934 1.2649 -0.9979 -3.571 -0.219 0.721 0.07
N 0.0869 -0.5939 -0.6545 0.263 2.514 -0.397 0.08
C 0.6320 0.7507 -0.8117 1.847 0.534 0.413 -0.29
C -3.6804 0.5611 0.6011 -0.507 1.746 0.593 -0.09
C 1.0996 -1.6244 -0.3460 -2.638 -1.149 1.788 -0.15
C -1.2342 -0.3833 -0.2290 1.613 -2.194 -0.449 -0.16
C -2.6798 1.4875 0.3342 1.071 0.493 0.660 -0.03
C 3.0086 0.6573 -1.2886 2.811 -0.241 -1.709 -0.17
C -2.2110 -1.2877 0.1042 -0.754 -0.163 -0.561 -0.07
C 2.1660 -0.1598 1.3073 1.262 -0.680 1.713 -0.29
C -1.4298 1.0182 -0.0386 -1.852 1.947 0.356 -0.20
C -3.4090 -0.8516 0.5442 -0.309 -1.852 0.286 -0.10
H 3.4860 0.0791 -0.4290 -0.525 0.766 -1.593 0.09
H 3.1702 1.3134 2.2958 0.021 0.285 -0.514 0.07
H -2.8652 2.5105 0.6681 0.244 -0.079 -0.739 0.12
H -4.1489 -1.5980 0.8368 0.015 0.384 -0.302 0.10
H 1.5659 -1.8062 -1.2787 0.705 -0.771 -0.717 0.10
H -2.1927 -2.2616 -0.2811 0.616 -1.658 0.194 0.10
H 0.5869 -2.6170 0.1400 0.978 2.430 -1.619 0.19
H 3.7394 1.4583 -1.6411 -0.773 -0.808 0.819 0.09
H 2.9261 0.0627 -2.2302 0.156 -0.330 0.814 0.09
H -4.5963 0.9290 1.0298 -0.182 -0.040 0.030 0.09
```
Forces are in eV/Å.



[2]
The molecule C10H10NPS in a non-equilibrium geometry. Source: the OMol25 dataset; level of theory: ωB97M-V/def2-TZVPD.

## Properties
orbital gap	7.96	eV
LUMO level	0.06	eV
charge	0
HOMO energy	-7.90	eV
ΔE to the lowest compared entry with this formula, charge and spin	0.00	kcal/mol

Structure (XYZ):
```
23
Properties=species:S:1:pos:R:3:forces:R:3:lowdin_charge:R:1
S 2.1048 -1.5316 -0.1403 -1.035 -1.578 -0.391 0.96
P 4.9957 -0.8935 -0.2254 -0.071 1.260 0.655 0.89
N 2.9725 0.9704 0.0092 1.606 -0.487 -0.159 -0.01
C 3.2188 -0.2890 -0.1684 0.150 0.767 1.002 -0.92
C -1.8211 -1.7688 0.2013 -2.224 0.227 0.244 -0.06
C 5.3975 0.8980 0.0919 -1.475 -0.577 0.251 -0.33
C -0.0927 0.2274 -0.5563 2.391 1.205 0.301 -0.11
C 0.4263 -0.9821 -0.1762 -0.555 -2.606 0.621 -0.50
C -2.3769 -0.5391 -0.1932 3.657 0.223 -0.775 -0.32
C -1.4290 0.3984 -0.6298 -1.909 1.154 -0.185 -0.07
C -3.7275 -0.0582 -0.3064 -5.239 -0.242 0.766 -0.10
C -0.4736 -2.0680 0.1525 0.846 -0.575 0.100 -0.11
C 4.2361 1.6240 0.1369 0.977 0.214 -1.207 -0.24
H 4.1952 2.7235 0.0368 0.128 -0.666 0.489 0.10
H -1.7755 1.3769 -1.0198 0.097 -0.650 0.393 0.13
H -4.0778 0.5707 0.6209 0.824 -0.863 -1.784 0.12
H 0.5835 1.1048 -0.6759 -0.525 -0.976 -0.273 0.11
H 5.0562 -1.5242 1.1060 -0.210 0.717 -0.885 -0.04
H 6.4124 1.2625 0.0504 -0.155 0.280 0.107 0.04
H -3.8061 0.5372 -1.2456 -0.126 -0.128 0.945 0.08
H -2.6257 -2.4176 0.5668 0.847 -0.646 -0.147 0.11
H -0.1496 -3.1837 0.3650 -0.360 2.690 -0.324 0.14
H -4.6382 -0.8405 -0.4024 2.361 1.259 0.254 0.12
```
Forces are in eV/Å.



[3]
The molecule C10H10OS in a non-equilibrium geometry. Source: the OMol25 dataset; level of theory: ωB97M-V/def2-TZVPD.

## Properties
orbital gap	9.07	eV
LUMO level	0.13	eV
charge	0
HOMO energy	-8.94	eV
ΔE to the lowest compared entry with this formula, charge and spin	121.82	kcal/mol

Structure (XYZ):
```
22
Properties=species:S:1:pos:R:3:forces:R:3:lowdin_charge:R:1
S -3.5494 -0.6183 -0.1390 1.039 -0.770 1.498 0.95
O -3.8530 -1.5363 1.0171 0.658 0.935 -1.618 -0.54
C -3.6379 1.0439 0.4477 -1.216 -1.362 -0.146 -0.23
C 1.4232 -0.0747 0.2295 0.813 2.345 1.443 -0.12
C 0.6037 0.5046 -0.6199 -0.556 0.150 -2.419 -0.13
C -2.6596 1.7237 0.3146 2.158 1.912 0.083 -0.10
C -0.8966 -1.8013 -0.8045 -0.280 -2.013 1.238 -0.10
C 3.7038 -0.2519 1.0561 3.267 1.237 -1.728 -0.01
C -0.8401 0.6303 -0.4462 -0.540 -1.756 1.880 -0.24
C -1.2285 2.0398 0.0762 -2.930 -2.614 0.385 -0.07
C -1.5327 -0.5430 -0.4080 -1.281 2.213 0.674 -0.26
C 2.8770 0.0306 0.0623 0.657 -1.379 -0.415 -0.18
H 3.4288 0.2054 -0.9050 -1.432 -0.068 0.746 0.12
H -1.1786 -2.7470 -0.2234 -0.116 1.516 -0.601 0.12
H -1.1864 2.7000 -0.7378 0.823 1.492 -0.632 0.10
H 3.5910 -0.3272 2.0763 -1.317 -0.634 2.059 0.03
H -0.7170 2.2073 1.0201 0.296 0.581 -0.351 0.13
H 4.8095 -0.1408 0.8595 -1.188 -0.237 -0.073 0.07
H 0.1847 -1.7140 -0.6756 -0.422 -0.288 -0.601 0.06
H 1.0276 -0.1611 1.2771 0.538 -0.638 -0.989 0.16
H -1.2250 -1.9292 -1.8130 0.285 -0.678 -0.999 0.08
H 0.8555 0.7591 -1.6641 0.746 0.056 0.566 0.14
```
Forces are in eV/Å.



[4]
The molecule C10H10S2Si in a non-equilibrium geometry. Source: the OMol25 dataset; level of theory: ωB97M-V/def2-TZVPD.

## Properties
orbital gap	8.32	eV
LUMO level	0.51	eV
charge	0
HOMO energy	-7.81	eV
ΔE to the lowest compared entry with this formula, charge and spin	0.00	kcal/mol

Structure (XYZ):
```
23
Properties=species:S:1:pos:R:3:forces:R:3:lowdin_charge:R:1
S -1.2579 0.4631 2.6702 0.348 -1.521 -0.133 0.97
S 1.4526 -0.6741 -2.5929 -0.717 -0.434 0.547 0.96
Si -0.3651 1.2952 -0.4493 0.248 -0.692 0.328 0.63
C -0.8598 -1.1981 3.0800 -0.616 -0.013 2.216 -0.40
C -0.5996 0.1992 1.1063 -0.261 2.350 0.084 -0.54
C -1.9408 1.8996 -1.2701 -0.328 -0.943 -0.294 -0.18
C 0.8095 2.7757 -0.1881 1.942 -5.307 1.283 -0.14
C 1.2569 -2.3784 -0.7059 1.172 -2.541 -0.525 -0.15
C 0.5396 -1.2533 -0.3027 0.559 0.201 -0.957 -0.35
C 1.7679 -2.2897 -1.9587 0.253 2.629 -1.136 -0.37
C 0.4976 -0.2174 -1.2190 0.611 -0.233 -0.453 -0.50
C -0.0247 -1.0151 0.9807 -1.182 -0.485 0.319 -0.33
C -0.2405 -1.8772 2.0823 -0.628 2.600 0.449 -0.11
H 1.4894 -3.3210 -0.1725 -0.588 0.886 0.174 0.13
H -0.0020 -2.8666 2.1912 0.811 -2.253 0.011 0.08
H 2.4622 -2.8048 -2.6092 -0.233 -0.718 0.577 0.06
H -1.0626 -1.6115 4.1212 0.128 0.741 -1.637 0.09
H 0.6036 3.1875 0.7528 0.095 0.496 1.610 0.00
H -2.6538 2.2893 -0.5495 0.408 1.253 0.135 0.03
H -2.6364 1.1688 -1.6661 0.430 -1.074 -0.216 0.03
H 0.5884 3.4699 -0.8639 -0.343 2.890 -3.154 -0.04
H -1.7034 2.4705 -2.1732 -0.160 0.693 0.566 0.04
H 1.8789 2.2883 -0.2637 -1.948 1.475 0.204 0.09
```
Forces are in eV/Å.



[5]
The molecule C10H11BBr2O in a non-equilibrium geometry. Source: the OMol25 dataset; level of theory: ωB97M-V/def2-TZVPD.

## Properties
orbital gap	8.36	eV
LUMO level	-0.43	eV
charge	0
HOMO energy	-8.79	eV

Structure (XYZ):
```
25
Properties=species:S:1:pos:R:3:forces:R:3:lowdin_charge:R:1
Br 0.7602 -0.8945 -1.7119 0.397 -0.081 0.417 0.83
Br 3.8924 -0.0713 1.6521 -0.415 0.190 -0.370 0.74
O -0.2315 1.8629 0.7931 0.053 -0.271 -0.641 -0.07
C 2.0722 -0.9941 -0.2999 0.227 -0.354 0.280 -0.72
C 2.4990 -2.4058 0.0082 -0.250 -0.168 -0.972 -0.16
C -3.2272 -0.8084 -0.1475 -0.865 -0.317 -0.677 -0.11
C -3.1223 0.3465 -0.9012 0.021 -0.213 0.288 -0.08
C 0.6858 2.1823 -0.2707 0.438 0.888 -0.018 -0.18
C -2.1212 1.2374 -0.5709 -0.145 1.054 -1.110 -0.05
C 2.5320 0.1201 0.2745 -0.345 0.279 -0.040 -0.62
C -1.2340 0.9833 0.4441 0.590 -0.177 0.866 -0.33
C -1.3311 -0.1776 1.1917 0.024 0.214 -0.079 -0.02
C -2.3409 -1.0596 0.8694 0.202 -0.891 0.863 -0.10
B 2.1538 1.6130 -0.0316 0.066 -0.335 0.241 -0.16
H 1.7184 -2.9199 0.5836 0.254 0.189 0.116 0.09
H 0.7609 3.2809 -0.2981 -0.117 -0.234 0.073 0.11
H 3.0579 2.3905 -0.0397 0.036 -0.055 -0.113 0.07
H -2.4192 -1.9877 1.4337 -0.068 0.160 -0.090 0.11
H -4.0258 -1.5103 -0.3796 0.218 0.004 0.123 0.10
H 3.4762 -2.4569 0.4872 -0.280 0.112 0.205 0.04
H -3.8181 0.5334 -1.7136 0.155 0.108 0.119 0.11
H 0.3210 1.9013 -1.2689 -0.071 -0.096 0.258 0.08
H 2.5746 -2.9593 -0.9378 -0.019 0.109 0.201 0.07
H -0.6127 -0.3601 1.9861 -0.143 -0.019 -0.120 0.13
H -2.0204 2.1538 -1.1522 0.038 -0.096 0.179 0.13
```
Forces are in eV/Å.



[6]
The ion C10H11BCl4NOS2 with charge -1 in a non-equilibrium geometry. Source: the OMol25 dataset; level of theory: ωB97M-V/def2-TZVPD.

## Properties
orbital gap	7.87	eV
LUMO level	2.52	eV
charge	-1
HOMO energy	-5.35	eV
ΔE to the lowest compared entry with this formula, charge and spin	0.00	kcal/mol

Structure (XYZ):
```
30
Properties=species:S:1:pos:R:3:forces:R:3:lowdin_charge:R:1
Cl -5.6710 0.2338 -0.6752 0.296 -0.010 -0.155 0.42
Cl 1.8640 -4.2903 1.3855 0.400 -0.422 0.189 0.64
Cl -3.7376 2.5785 -0.1949 -0.151 -0.430 -0.060 0.42
Cl -3.7638 1.2153 -2.9200 -0.083 -0.150 0.078 0.40
S -0.7098 1.2848 -1.1192 0.595 0.025 -1.146 0.92
S 0.0463 1.9518 1.5619 0.708 0.143 0.353 0.66
O -2.9630 -0.0876 -0.6484 -0.027 0.038 -0.281 -0.19
N 1.8926 1.6755 -0.3257 -0.241 0.014 -0.244 -0.29
C -1.0381 -0.9976 0.4464 -0.764 0.394 -0.738 -0.23
C 0.5772 1.6504 0.0016 -0.367 0.208 1.265 -1.02
C 0.0060 -2.4383 2.0654 -0.073 -0.021 -0.309 -0.10
C -0.4705 -1.7287 -0.5864 0.721 -0.273 0.211 -0.05
C 0.4484 -2.7314 -0.3044 -0.193 -0.142 -0.008 -0.10
C -1.8061 0.2513 0.0043 -0.686 0.074 1.334 -0.62
C 0.7015 -3.0755 1.0337 -0.995 1.000 -0.529 -0.70
C -0.8936 -1.3988 1.7687 0.792 -0.043 -0.343 -0.03
C 2.4086 1.7411 -1.6844 0.140 -0.391 0.051 -0.07
C 2.8783 1.3876 0.7045 0.236 0.062 0.195 -0.10
B -3.9568 0.8833 -1.0697 0.207 0.381 0.261 -1.87
H 0.2031 -2.7400 3.0886 -0.089 0.066 -0.073 0.10
H 2.6419 0.7356 -2.0692 -0.150 0.188 -0.035 0.09
H 3.7803 1.9929 0.5339 -0.228 -0.150 0.063 0.08
H 2.4480 1.6163 1.6884 0.239 -0.051 -0.422 0.02
H 3.1526 0.3153 0.6767 -0.067 0.354 -0.035 0.10
H -1.9869 0.9081 0.8702 -0.044 -0.260 -0.476 0.02
H 3.3555 2.3041 -1.6658 -0.368 -0.075 0.002 0.08
H 1.7147 2.2436 -2.3587 -0.032 -0.125 0.135 0.08
H 0.9487 -3.2127 -1.1453 -0.003 -0.131 0.443 0.10
H -1.3910 -0.8369 2.5522 0.096 -0.124 -0.012 0.12
H -0.6794 -1.4316 -1.6147 0.132 -0.146 0.285 0.11
```
Forces are in eV/Å.



> Among the records above, which one has the lowest charge?

C10H11BCl4NOS2



Repeat the sixth record exactly.
The ion C10H11BCl4NOS2 with charge -1 in a non-equilibrium geometry. Source: the OMol25 dataset; level of theory: ωB97M-V/def2-TZVPD.

## Properties
orbital gap	7.87	eV
LUMO level	2.52	eV
charge	-1
HOMO energy	-5.35	eV
ΔE to the lowest compared entry with this formula, charge and spin	0.00	kcal/mol

Structure (XYZ):
```
30
Properties=species:S:1:pos:R:3:forces:R:3:lowdin_charge:R:1
Cl -5.6710 0.2338 -0.6752 0.296 -0.010 -0.155 0.42
Cl 1.8640 -4.2903 1.3855 0.400 -0.422 0.189 0.64
Cl -3.7376 2.5785 -0.1949 -0.151 -0.430 -0.060 0.42
Cl -3.7638 1.2153 -2.9200 -0.083 -0.150 0.078 0.40
S -0.7098 1.2848 -1.1192 0.595 0.025 -1.146 0.92
S 0.0463 1.9518 1.5619 0.708 0.143 0.353 0.66
O -2.9630 -0.0876 -0.6484 -0.027 0.038 -0.281 -0.19
N 1.8926 1.6755 -0.3257 -0.241 0.014 -0.244 -0.29
C -1.0381 -0.9976 0.4464 -0.764 0.394 -0.738 -0.23
C 0.5772 1.6504 0.0016 -0.367 0.208 1.265 -1.02
C 0.0060 -2.4383 2.0654 -0.073 -0.021 -0.309 -0.10
C -0.4705 -1.7287 -0.5864 0.721 -0.273 0.211 -0.05
C 0.4484 -2.7314 -0.3044 -0.193 -0.142 -0.008 -0.10
C -1.8061 0.2513 0.0043 -0.686 0.074 1.334 -0.62
C 0.7015 -3.0755 1.0337 -0.995 1.000 -0.529 -0.70
C -0.8936 -1.3988 1.7687 0.792 -0.043 -0.343 -0.03
C 2.4086 1.7411 -1.6844 0.140 -0.391 0.051 -0.07
C 2.8783 1.3876 0.7045 0.236 0.062 0.195 -0.10
B -3.9568 0.8833 -1.0697 0.207 0.381 0.261 -1.87
H 0.2031 -2.7400 3.0886 -0.089 0.066 -0.073 0.10
H 2.6419 0.7356 -2.0692 -0.150 0.188 -0.035 0.09
H 3.7803 1.9929 0.5339 -0.228 -0.150 0.063 0.08
H 2.4480 1.6163 1.6884 0.239 -0.051 -0.422 0.02
H 3.1526 0.3153 0.6767 -0.067 0.354 -0.035 0.10
H -1.9869 0.9081 0.8702 -0.044 -0.260 -0.476 0.02
H 3.3555 2.3041 -1.6658 -0.368 -0.075 0.002 0.08
H 1.7147 2.2436 -2.3587 -0.032 -0.125 0.135 0.08
H 0.9487 -3.2127 -1.1453 -0.003 -0.131 0.443 0.10
H -1.3910 -0.8369 2.5522 0.096 -0.124 -0.012 0.12
H -0.6794 -1.4316 -1.6147 0.132 -0.146 0.285 0.11
```
Forces are in eV/Å.



> Which of these has the lowest charge?

C10H11BCl4NOS2



> Which of these has the lowest charge?

C10H11BCl4NOS2